98
Properties=species:S:1:pos:R:3 method="wB97M-V/def2-TZVPD" e_lumo_ev=-10.3 gap_ha=0.2433 e_tot_ev=-80054.8843 e_homo_ev=-17.0 total_charge=+3
Ta 0.85 0.80 -0.36
C 4.21 -0.44 2.12
C 4.15 -0.33 0.59
C 5.44 -0.87 -0.03
P 2.59 -1.11 -0.03
C 2.72 -1.63 -1.77
C 3.67 -2.75 -2.17
C 2.92 -0.33 -2.56
C 2.03 -2.40 1.07
C 2.86 -3.49 1.35
C 2.41 -4.49 2.19
C 1.14 -4.41 2.74
C 0.33 -3.32 2.47
C 0.76 -2.28 1.64
Si -0.35 -0.81 1.29
C -1.94 -1.41 0.49
C -2.89 -2.05 1.29
C -4.04 -2.59 0.74
C -4.27 -2.50 -0.63
C -3.35 -1.85 -1.44
C -2.20 -1.30 -0.88
P -1.01 -0.42 -1.90
C -0.41 -1.56 -3.24
C -0.43 -3.01 -2.72
C -1.14 -1.47 -4.58
C -1.71 1.13 -2.58
C -2.95 1.10 -3.48
C -0.52 1.88 -3.19
C -0.69 0.26 2.79
C -0.74 -0.29 4.07
C -1.10 0.50 5.16
C -1.42 1.83 4.98
C -1.37 2.39 3.72
C -0.98 1.62 2.62
P -1.04 2.27 0.92
C -2.87 2.58 0.74
C -3.72 1.34 1.02
C -3.42 3.33 -0.48
C -0.34 4.00 0.69
C -0.16 4.85 1.94
C 0.90 4.11 -0.21
H 4.92 0.30 2.50
H 4.57 -1.42 2.42
H 3.25 -0.29 2.62
H 4.06 0.73 0.32
H 5.59 -1.92 0.21
H 6.28 -0.32 0.39
H 5.49 -0.75 -1.11
H 1.70 -1.98 -1.96
H 4.72 -2.48 -2.04
H 3.52 -2.99 -3.22
H 3.47 -3.66 -1.60
H 3.91 0.10 -2.45
H 2.21 0.49 -2.25
H 2.74 -0.47 -3.63
H 3.85 -3.57 0.91
H 3.05 -5.34 2.41
H 0.78 -5.20 3.39
H -0.67 -3.31 2.90
H -2.75 -2.13 2.36
H -4.77 -3.09 1.37
H -5.16 -2.93 -1.07
H -3.54 -1.78 -2.50
H 0.62 -1.25 -3.41
H -0.17 -3.12 -1.67
H 0.26 -3.61 -3.32
H -1.42 -3.44 -2.84
H -2.19 -1.76 -4.49
H -0.67 -2.17 -5.27
H -1.09 -0.49 -5.04
H -1.99 1.65 -1.66
H -2.76 0.62 -4.44
H -3.26 2.12 -3.68
H -3.78 0.59 -2.99
H -0.07 1.35 -4.03
H 0.30 2.03 -2.45
H -0.79 2.88 -3.52
H -0.50 -1.33 4.24
H -1.13 0.06 6.15
H -1.70 2.44 5.83
H -1.64 3.43 3.60
H -2.97 3.27 1.60
H -3.64 0.63 0.20
H -4.76 1.64 1.10
H -3.44 0.84 1.95
H -3.71 2.64 -1.27
H -2.76 4.09 -0.90
H -4.33 3.84 -0.17
H -1.16 4.44 0.11
H 0.50 4.39 2.68
H -1.10 5.09 2.42
H 0.30 5.80 1.65
H 1.83 3.92 0.30
H 0.96 5.12 -0.62
H 0.85 3.45 -1.10
O 2.43 2.46 3.24
C 2.10 2.01 2.24
N 1.76 1.52 1.18